# 1
ORCA calculation (ωB97M-V with the def2-TZVPD basis set) on a cluster of 3 separate species, C21H42BrNO9P in total at a distorted geometry.

HOMO energy ... -10.47 eV
2S+1 ... 1
Kohn-Sham gap ... 5.437 eV
Net charge ... +1
LUMO ... -5.029 eV
F_max ... 3.0 eV Å⁻¹

Geometry (Å):
C 6.39218 0.12861 1.95525
C 6.28759 0.18966 0.36342
O 5.27841 -0.75876 -0.00918
C 4.77219 -0.52815 -1.31629
C 3.87177 0.76804 -1.45535
N 3.26418 1.22262 -0.18226
C 3.46891 2.55641 0.16565
C 2.92060 3.17526 1.34334
Br 3.20399 5.04781 1.76049
C 2.08996 2.35663 2.25396
C 1.88722 0.95751 1.87708
P 0.80835 -0.15957 2.98635
O -0.56488 -0.44454 2.00205
O 1.52704 -1.67567 3.15526
C 2.49282 0.42293 0.64093
H 5.61494 -0.60548 2.31488
H 7.37484 -0.26258 2.30448
H 6.10985 1.12355 2.37583
H 6.05067 1.24106 0.05118
H 7.30678 -0.05580 -0.05319
H 4.23895 -1.43674 -1.69299
H 5.65569 -0.38858 -2.00968
H 4.46832 1.60426 -1.88669
H 3.01949 0.52561 -2.15272
H 4.09558 3.19687 -0.50084
H 1.66134 2.81594 3.17120
H -0.26895 -0.20755 1.09746
H 2.42005 -1.60130 2.75952
H 2.31261 -0.65220 0.39082
C -0.75942 0.99950 -1.73451
O -0.88510 2.21957 -2.40743
C 0.08434 3.14209 -1.96174
C 0.47241 4.10949 -3.06671
O 1.32396 3.53760 -4.05633
C 0.72435 2.60072 -4.95422
C -0.23679 3.23282 -5.94611
O -1.47810 3.52249 -5.31948
C -2.14988 4.61324 -5.92002
H -0.98547 1.12734 -0.66933
H -1.46486 0.29104 -2.16685
H 0.25497 0.59503 -1.85649
H 0.98239 2.61212 -1.61464
H -0.34418 3.69576 -1.11731
H 1.05785 4.91447 -2.61342
H -0.40160 4.57753 -3.52072
H 0.26004 1.77667 -4.41084
H 1.55710 2.17569 -5.52103
H -0.43343 2.53021 -6.76408
H 0.21337 4.14328 -6.35704
H -1.51796 5.50751 -5.92104
H -3.04310 4.82684 -5.33364
H -2.44640 4.36449 -6.94254
C -6.05507 -5.74685 4.64527
O -5.23804 -5.31147 3.57782
C -5.98987 -4.86222 2.45884
C -5.23412 -3.78911 1.69367
O -5.23560 -2.51508 2.33459
C -4.42895 -2.38446 3.50308
C -2.93544 -2.39282 3.22055
O -2.48403 -3.72254 2.98030
C -1.36253 -3.76822 2.12927
H -6.61821 -6.63914 4.35874
H -5.40942 -5.98769 5.48917
H -6.74558 -4.95578 4.95628
H -6.95675 -4.45973 2.78082
H -6.16805 -5.72488 1.80645
H -5.75090 -3.63292 0.74314
H -4.21906 -4.10546 1.44873
H -4.70263 -3.12549 4.25478
H -4.68392 -1.40528 3.91779
H -2.39162 -2.01005 4.09324
H -2.72782 -1.74937 2.35962
H -1.57741 -3.27301 1.17498
H -1.12798 -4.81361 1.92692
H -0.50199 -3.29616 2.61152



# 2
ORCA calculation (ωB97M-V with the def2-TZVPD basis set) on a cluster of 6 separate species, C16H32Cl2O5 in total at a distorted geometry.

HOMO energy ... -9.41 eV
SMILES ... CC(C)=O.CC(C)=O.CC(C)=O.CC(C)=O.CC(C)=O.ClCCl
2S+1 ... 1
Kohn-Sham gap ... 9.996 eV
LUMO ... 0.581 eV
F_max ... 1.4 eV Å⁻¹

Geometry (Å):
C 4.12014 32.38218 19.74764
C 3.47140 31.86968 18.48107
C 1.95875 31.96075 18.38970
O 4.13776 31.35212 17.61788
H 5.18778 32.48844 19.56790
H 3.97256 31.59572 20.49261
H 3.68824 33.31741 20.09623
H 1.55249 31.68446 19.36042
H 1.70679 31.27333 17.58787
H 1.64077 32.96600 18.11325
C 0.47389 28.62675 17.49675
C -0.40009 29.37861 18.46656
C -1.91641 29.27416 18.30293
O 0.05048 30.08179 19.34137
H 1.07546 29.27258 16.85999
H -0.12966 27.99502 16.84175
H 1.12195 27.93750 18.04291
H -2.18772 28.86071 17.33564
H -2.22633 30.30732 18.45396
H -2.33979 28.64537 19.08593
C 5.40371 36.41463 14.10354
C 4.04562 35.76600 14.33854
C 3.57701 34.83645 13.25394
O 3.40406 35.93607 15.34665
H 5.47525 37.29721 14.73768
H 5.48615 36.64845 13.04487
H 6.17712 35.71240 14.41507
H 2.90217 35.38265 12.58212
H 3.06606 33.97721 13.67477
H 4.39504 34.59580 12.57339
C 1.91162 28.75044 13.23170
C 1.05302 29.77795 13.90888
C 1.68849 30.70446 14.90539
O -0.15310 29.75249 13.78523
H 2.76156 29.22860 12.73371
H 1.33281 28.26735 12.44190
H 2.31843 27.95124 13.85002
H 2.40234 31.40409 14.46991
H 2.20066 30.12404 15.67582
H 0.95475 31.33011 15.41423
C 6.57574 32.16211 14.86476
C 5.76865 31.08448 14.17013
C 6.46612 29.75186 13.96233
O 4.63738 31.30063 13.81043
H 7.30279 32.57093 14.15973
H 7.02339 31.78387 15.78349
H 5.92462 32.98917 15.15135
H 6.09814 29.06483 14.72491
H 7.53994 29.90970 13.95736
H 6.13667 29.32596 13.01326
Cl -2.87439 27.12022 15.30900
C -3.00043 28.44498 14.12679
Cl -4.69669 28.92754 13.89965
H -2.49086 29.30492 14.53636
H -2.63023 28.09834 13.17384



# 3
ORCA calculation (ωB97M-V with the def2-TZVPD basis set) on a cluster of 4 separate species, C16H24O2S2 in total at a distorted geometry.

HOMO energy ... -8.53 eV
2S+1 ... 1
Kohn-Sham gap ... 8.985 eV
LUMO ... 0.454 eV
F_max ... 8.6 eV Å⁻¹

Geometry (Å):
C -1.10527 -3.05774 -3.81299
S -1.33661 -1.71090 -4.83301
O -0.80657 -0.60365 -4.09204
C -0.05706 -1.85971 -5.97725
H -1.52883 -4.07471 -4.52756
H -1.78561 -3.06501 -2.90815
H -0.07870 -3.30679 -3.67567
H 0.82958 -2.12317 -5.15645
H 0.30378 -1.00097 -6.68783
H -0.08171 -2.70754 -6.64331
C -0.84992 -1.00076 -0.42053
S 0.67898 -0.10761 -0.03738
O 1.53995 -1.03225 0.68650
C 1.44889 0.04488 -1.70617
H -1.37567 -0.58796 -1.49669
H -1.56498 -1.18580 0.33676
H -0.43787 -1.93440 -0.81437
H 0.90872 0.68519 -2.30287
H 1.65658 -0.89100 -2.02822
H 2.54171 0.39830 -1.45509
C -6.35365 1.31921 2.49190
C -6.27556 2.01008 1.19288
C -5.05326 1.79319 0.34216
C -4.05252 0.89094 0.79210
C -4.19166 0.31434 2.07414
C -5.24196 0.49617 3.01652
H -7.22070 1.63490 3.25742
H -6.94957 2.60496 0.76229
H -4.93298 2.32815 -0.60903
H -3.18651 0.77193 0.42484
H -3.32535 -0.33734 2.65102
H -5.25836 0.03987 4.05372
C 4.96449 2.23509 2.07763
C 4.75073 0.75093 1.87341
C 5.10356 -0.17330 2.85504
C 5.55564 0.29160 4.12886
C 5.67227 1.73301 4.42047
C 5.35651 2.72092 3.34572
H 4.79138 2.90299 1.30856
H 4.49757 0.35802 0.75587
H 5.13193 -1.06171 2.46380
H 5.83573 -0.37216 4.87119
H 5.96369 2.10740 5.34005
H 5.51921 3.76245 3.66173



# 4
ORCA calculation (ωB97M-V with the def2-TZVPD basis set) on a structure of composition C14H14BF9N6OPd at a distorted geometry.

HOMO energy (alpha / beta) ... -15.38 / -15.62 eV
Expectation value of S² ... 6.023
2S+1 ... 5
Kohn-Sham gap (alpha / beta) ... 8.638 / 3.838 eV
Net charge ... +2
LUMO (alpha / beta) ... -6.747 / -11.781 eV
F_max ... 3.8 eV Å⁻¹

Geometry (Å):
H 0.91448 3.15263 0.31410
N 0.48575 1.61969 -1.09516
B 0.15588 0.31278 -3.28407
N 0.51911 1.58986 -2.47878
C 0.87933 2.79596 -2.95504
Pd -0.03410 -0.30607 -0.06889
H 0.94430 2.95789 -4.01744
C 1.10146 3.63565 -1.87519
H 1.40254 4.66650 -1.91639
C 0.85155 2.86229 -0.72280
H 0.23074 0.47229 -4.46484
C -0.62463 -1.93419 0.97853
H -0.63839 -1.90145 2.07471
H 0.13186 -2.63349 0.59539
H -1.58739 -2.19853 0.52101
N -1.28800 -0.07597 -2.85296
N 1.14815 -0.77003 -2.79584
N -1.56673 -0.24570 -1.51132
N 1.24174 -1.05783 -1.45135
C -2.41874 -0.26135 -3.55799
C 2.01465 -1.55284 -3.45256
H -2.39206 -0.15997 -4.62851
H 2.08909 -1.48057 -4.51864
C -3.44448 -0.57513 -2.66809
C 2.67240 -2.36154 -2.53227
C -2.86782 -0.55387 -1.38618
C 2.16367 -2.01983 -1.27581
H -4.47104 -0.80167 -2.88564
H 3.41416 -3.10885 -2.72301
H -3.27529 -0.75003 -0.40511
H 2.36779 -2.40851 -0.29368
H -0.70880 0.62112 1.88937
F 0.65337 -2.19321 3.74974
C 1.04308 -0.91945 4.03124
F 1.20332 -0.83141 5.37468
F 2.22886 -0.72174 3.41590
C 0.04818 0.15768 3.57535
O 0.19459 0.35596 2.16553
C -1.40431 -0.22017 4.06371
F -1.47378 -0.01870 5.40171
F -2.34823 0.55637 3.45331
F -1.76867 -1.50987 3.82300
C 0.46035 1.61158 4.03273
F 0.50965 1.80685 5.36372
F 1.67672 1.89731 3.49598
F -0.43432 2.49955 3.49784



# 5
ORCA calculation (ωB97M-V with the def2-TZVPD basis set) on a structure of composition C8H11N3O at a distorted geometry.

HOMO energy ... -8.84 eV
2S+1 ... 1
Kohn-Sham gap ... 8.670 eV
LUMO ... -0.166 eV
F_max ... 10.0 eV Å⁻¹

Geometry (Å):
C 2.44330 0.73885 1.25076
C 3.10318 -1.00316 -0.61439
C 0.19328 0.63367 -0.57922
C -1.20703 0.32344 -0.33605
C -2.20658 1.27044 -0.14133
C -3.53989 0.89910 0.01921
C -3.75751 -0.56875 0.27598
C -1.41021 -0.97959 -0.22622
H 3.40383 1.29947 0.89690
H 1.54478 1.64051 1.31200
H 2.52754 0.27841 2.34579
H 4.03356 -0.83968 -0.60478
H 2.46665 -2.17106 -0.09284
H 2.78110 -0.92371 -1.82694
H 0.45520 -1.12438 0.27937
H -1.96528 2.27501 -0.42539
H -4.43988 1.41196 -0.19455
H -4.76574 -1.22817 -0.07071
H -0.77876 -1.88953 -0.03673
N 2.35554 0.02019 -0.06042
N 0.98484 -0.43730 -0.44342
N -2.61465 -1.44789 0.09881
O 0.39274 1.82218 -0.82585



# 6
ORCA calculation (ωB97M-V with the def2-TZVPD basis set) on a cluster of 2 separate species, C10H21N3O5Si in total at a distorted geometry.

HOMO energy ... -9.49 eV
SMILES ... C[Si](C)(C)OCCN(N=C=O)C(=O)O.CNC(C)=O
2S+1 ... 1
Kohn-Sham gap ... 10.124 eV
LUMO ... 0.636 eV
F_max ... 2.3 eV Å⁻¹

Geometry (Å):
C -0.61472 0.38449 -0.35100
Si -0.31344 -1.43161 -0.80830
C 1.50975 -1.65726 -1.38775
C -1.57924 -1.90103 -2.15409
O -0.51772 -2.54627 0.50088
C -0.72827 -1.85209 1.75978
C -0.92105 -2.87227 2.93288
N 0.33919 -3.49666 3.42843
N 0.00958 -4.08491 4.69599
C -0.45710 -5.23937 4.54818
O -1.14932 -6.14737 4.33091
C 1.34823 -2.47647 3.77351
O 1.15350 -1.66279 4.63453
O 2.53508 -2.48062 3.07214
H 0.05884 0.74928 0.48730
H -1.67581 0.63922 -0.07381
H -0.34817 1.03754 -1.24400
H 1.74729 -0.85769 -2.13930
H 2.21410 -1.56281 -0.51882
H 1.55978 -2.69326 -1.82104
H -2.54284 -1.34729 -1.98394
H -1.72222 -3.02337 -2.09412
H -1.13809 -1.63315 -3.16248
H 0.02702 -1.04222 1.95205
H -1.72756 -1.32207 1.63856
H -1.44503 -2.42523 3.83384
H -1.58380 -3.70037 2.53170
H 2.71580 -3.38785 2.75342
C -0.79662 5.71394 -3.13816
N -0.53676 4.33297 -2.78423
C 0.53589 3.81832 -2.12741
C 1.62099 4.76677 -1.69075
O 0.59810 2.61575 -1.90725
H -1.73591 6.01906 -2.67278
H -0.90198 5.77863 -4.22291
H 0.00017 6.37693 -2.81229
H -1.21924 3.63592 -3.04324
H 2.40352 4.20593 -1.18264
H 2.05937 5.26341 -2.55823
H 1.21868 5.50589 -0.99553